C11H17N2 | ωB97M-V with the def2-TZVPD basis set

HOMO level (spin up / spin down) = -16.69 / -16.78 eV
energy above the lowest of the compared OMol25 structures with the same formula, charge and spin = 55.8 kcal per mole
2S+1 = 2
electronic energy = -538.15535 hartree
gap between HOMO and LUMO (spin up / spin down) = 9.1970 / 6.0151 eV
net charge = +2
<S²> = 0.78

Last column: Löwdin charge in e.
Geometry (Å):
1 C 1.12 2.17 -1.36  -0.0076
2 C 1.21 -1.59 -0.56  -0.0996
3 C 1.38 -0.14 -0.17  -0.1098
4 C 1.17 0.64 -1.37  -0.1745
5 C 0.93 -0.26 -2.42  0.1180
6 C 1.19 -2.51 0.55  0.0509
7 C 1.42 -2.04 1.90  0.0154
8 C 1.69 0.30 1.17  0.0289
9 C 1.57 -0.64 2.17  -0.0805
10 N 0.87 -1.63 -1.92  0.1619
11 H 0.48 -2.40 -2.35  0.1404
12 H 1.21 -3.51 0.37  0.0874
13 H 0.81 0.12 -3.44  0.1674
14 H 1.42 -2.81 2.74  0.1594
15 H 1.82 1.34 1.26  0.1140
16 H 0.46 2.70 -0.67  0.0825
17 H 0.99 2.66 -2.40  0.1248
18 H 1.67 -0.27 3.20  0.1334
19 H 2.20 2.44 -1.04  0.1351
20 C -2.11 0.02 -0.06  -0.1877
21 C -2.64 1.41 -0.25  -0.0905
22 N -1.73 -0.19 1.42  0.1985
23 H -2.69 -0.74 -0.53  0.1234
24 H -1.21 0.07 -0.67  0.0768
25 H -2.31 1.84 -1.24  0.1066
26 H -2.27 2.24 0.54  0.1357
27 H -2.35 -0.74 2.02  0.1676
28 H -0.67 -0.64 1.55  0.1838
29 H -1.85 0.74 1.80  0.1375
30 H -3.76 1.41 -0.21  0.1009